No. 1
ORCA calculation (ωB97M-V/def2-TZVPD) on C34H48FLuN4O4P2S3Te as an isolated structure.

Last column: Löwdin charge in e.
Atoms and positions in Å:
Lu: 1.084 0.258 -0.187  1.287
Te: 1.285 2.711 -2.614  0.681
S: 3.589 -0.687 -0.498  0.382
S: 4.037 -2.917 -2.434  0.348
S: 1.303 -1.691 -2.100  0.360
P: -2.504 -0.366 -0.933  0.551
P: 1.366 -1.541 3.188  0.895
F: -0.041 1.914 0.466  -0.576
O: 1.976 -3.241 3.096  -0.447
O: -1.115 -0.383 -0.482  -0.391
O: 0.981 -1.581 1.486  -0.501
O: 2.902 -0.975 3.099  -0.379
N: 2.513 2.022 0.727  -0.037
N: -2.911 1.086 -1.584  -0.186
N: -3.634 -0.683 0.288  -0.169
N: -2.913 -1.437 -2.092  -0.203
C: 1.364 1.659 3.282  -0.212
C: 5.587 1.919 2.860  -0.099
C: -3.717 2.607 -3.173  -0.144
C: -0.642 0.416 3.320  -0.143
C: -3.738 -3.136 -3.470  -0.188
C: -0.737 2.798 3.712  -0.108
C: 5.016 1.821 4.121  -0.120
C: 3.407 1.953 1.834  -0.241
C: 2.839 1.814 3.121  -0.155
C: -4.580 -1.788 2.173  -0.154
C: 4.139 -1.673 3.162  -0.135
C: 0.298 -2.752 0.972  -0.163
C: -1.379 1.566 3.584  -0.122
C: 0.632 2.815 3.551  -0.065
C: 4.792 2.004 1.726  -0.038
C: 3.567 2.909 -4.628  -0.189
C: 4.887 1.065 -5.432  -0.135
C: 3.977 0.164 -4.919  -0.110
C: -2.237 -2.986 -3.708  -0.167
C: 3.030 -1.797 -1.723  -1.790
C: 1.227 -4.255 3.727  -0.257
C: 2.710 1.992 -3.998  -0.698
C: -2.767 3.365 -2.224  -0.178
C: -3.955 0.417 1.238  -0.190
C: -2.282 2.351 -1.221  -0.221
C: 2.906 0.643 -4.236  -0.193
C: -2.030 -1.520 -3.274  -0.192
C: -4.521 -0.273 2.470  -0.177
C: -3.955 -2.460 -2.119  -0.197
C: 0.753 0.399 3.208  -0.209
C: 3.646 1.735 4.241  -0.053
C: 4.670 2.440 -5.369  -0.121
C: -3.418 -1.895 1.155  -0.175
C: -4.061 1.318 -2.386  -0.218
H: 5.807 0.706 -5.893  0.085
H: -4.235 -2.580 -4.303  0.116
H: -3.754 -3.234 -1.368  0.097
H: 2.217 -0.061 -3.771  0.012
H: -4.249 0.448 -3.023  0.101
H: 2.960 2.419 -0.088  0.019
H: -1.903 3.788 -2.768  0.076
H: -1.986 -3.149 -4.733  0.098
H: 6.648 1.855 2.670  0.091
H: -1.359 3.689 3.826  0.092
H: 4.050 -2.727 3.454  0.062
H: -1.129 -0.541 3.192  0.064
H: -0.945 -1.228 -3.063  0.049
H: -4.620 3.149 -3.422  0.091
H: 5.435 3.105 -5.700  0.071
H: 1.001 -3.414 0.499  0.077
H: 5.185 1.927 0.758  0.088
H: -2.448 -1.737 1.696  0.112
H: 0.320 -3.837 4.269  0.059
H: -3.181 2.334 -4.083  0.105
H: -3.257 4.214 -1.811  0.086
H: 1.830 -4.770 4.463  0.052
H: -4.607 1.170 0.769  0.110
H: -2.454 1.563 3.768  0.078
H: -3.357 -2.794 0.541  0.093
H: 0.839 -4.987 3.049  0.046
H: 3.170 1.605 5.210  0.120
H: -5.508 -2.068 1.677  0.096
H: -0.452 -2.431 0.256  0.032
H: 1.719 2.623 0.963  0.071
H: -2.380 -0.807 -4.108  0.130
H: -0.183 -3.267 1.788  0.053
H: -3.879 -0.150 3.346  0.095
H: 1.151 3.771 3.615  0.111
H: -2.607 2.675 -0.199  0.119
H: -4.962 1.433 -1.765  0.106
H: 4.807 -1.177 3.902  0.076
H: 3.441 3.966 -4.439  0.060
H: 5.611 1.724 5.018  0.087
H: -4.514 -2.370 3.100  0.106
H: -1.169 2.253 -1.234  0.005
H: -1.653 -3.636 -3.030  0.123
H: 4.193 -0.890 -4.993  0.086
H: -3.040 0.923 1.537  0.088
H: -4.137 -4.128 -3.492  0.091
H: 4.585 -1.678 2.131  0.069
H: -5.455 0.173 2.706  0.086
H: -4.894 -1.977 -1.920  0.103

Summary:
Energy: -5325.35852 a.u.
HOMO: -1.59 eV
Multiplicity: 1
Net charge: -2
E_LUMO: 3.882 eV
Orbital gap: 5.469 eV

No. 2
ORCA calculation (ωB97M-V/def2-TZVPD) on C34H48FN8O3SeSiZr as an isolated structure.

Last column: Löwdin charge in e.
Atoms and positions in Å:
Zr: -0.348 0.114 -0.200  1.700
Se: -1.864 2.087 -1.474  0.750
Si: 0.403 -3.287 -0.248  0.420
F: -2.732 -0.340 -0.201  -0.142
O: 1.596 -0.267 0.623  -0.226
O: 0.444 2.051 0.522  -0.227
O: -1.192 0.191 1.880  -0.268
N: 1.349 0.364 -1.746  -0.060
N: 2.586 0.673 -1.222  0.109
N: 0.488 -1.385 3.213  -0.046
N: 1.079 -0.808 4.382  -0.024
N: 2.158 3.506 0.560  -0.084
N: -0.683 -1.972 0.220  -0.212
N: -0.511 6.516 -0.564  0.057
N: -0.913 -0.610 -2.482  -0.031
C: 5.014 0.943 0.162  -0.024
C: -3.273 1.383 2.315  -0.061
C: -2.007 -1.280 -2.827  -0.106
C: 2.124 1.040 -3.979  0.007
C: 2.612 0.285 0.022  -0.450
C: 3.861 0.306 2.178  -0.035
C: -2.392 -1.465 -4.149  -0.012
C: 1.414 2.522 2.656  0.034
C: -4.637 -3.000 1.366  -0.076
C: -2.286 -3.570 1.307  -0.044
C: 1.175 -4.157 1.237  -0.166
C: -0.552 -4.493 -1.322  -0.151
C: 2.093 3.742 -0.878  -0.006
C: -1.610 -0.925 -5.146  -0.017
C: 1.325 2.677 1.167  -0.451
C: -0.122 -0.124 -3.461  -0.255
C: 1.158 0.459 -3.010  -0.258
C: 6.162 1.001 2.273  -0.070
C: -0.974 4.730 -2.096  -0.135
C: -0.898 5.705 0.419  -0.150
C: 3.204 4.223 1.287  -0.003
C: -1.319 4.399 0.225  -0.118
C: -3.596 -3.870 1.651  -0.072
C: -1.333 3.871 -1.062  -0.642
C: 6.162 1.190 0.896  -0.067
C: -0.578 6.025 -1.800  -0.161
C: 5.012 0.559 2.911  -0.065
C: -1.811 1.235 2.661  -0.248
C: -3.042 -1.537 0.436  -0.240
C: -1.955 -2.371 0.652  -0.327
C: 1.844 -2.749 -1.307  -0.155
C: -4.355 -1.796 0.735  -0.009
C: -0.446 -0.252 -4.795  0.019
C: 3.854 0.501 0.800  -0.146
H: -3.396 1.653 1.265  0.053
H: -3.710 2.174 2.925  0.091
H: 0.519 -4.277 2.100  0.009
H: -3.804 -4.810 2.146  0.111
H: -1.886 -1.036 -6.186  0.122
H: 7.061 1.526 0.396  0.109
H: 0.338 -0.603 5.041  0.075
H: 2.798 4.742 2.154  0.100
H: -1.681 0.974 3.713  0.127
H: -1.275 2.165 2.474  0.079
H: 3.015 1.379 -3.461  0.073
H: -5.119 -1.070 0.494  0.131
H: 2.306 -3.681 -1.649  0.050
H: -2.602 -1.687 -2.024  0.110
H: 3.043 3.459 -1.332  0.097
H: 0.068 -5.370 -1.528  0.041
H: -1.493 -4.842 -0.899  0.027
H: 2.066 -3.616 1.568  0.031
H: 1.895 4.800 -1.053  0.096
H: 1.551 -2.200 -2.201  0.019
H: -0.871 6.124 1.421  0.106
H: 3.995 3.537 1.598  0.092
H: -1.511 -4.289 1.529  0.087
H: 0.202 0.160 -5.555  0.119
H: 2.408 0.308 -4.737  0.099
H: 1.713 -1.460 4.831  0.081
H: -3.815 0.458 2.515  0.078
H: 1.502 -5.158 0.946  0.041
H: -3.293 -2.019 -4.370  0.120
H: 1.017 1.552 2.940  0.066
H: 1.291 3.154 -1.308  0.066
H: 0.813 3.307 3.125  0.111
H: -0.993 4.390 -3.124  0.095
H: 2.431 2.607 3.029  0.081
H: -0.290 6.698 -2.601  0.107
H: -1.634 3.798 1.068  0.085
H: -0.772 -4.023 -2.285  0.027
H: 0.266 -2.370 3.325  0.090
H: 2.610 -2.185 -0.778  0.024
H: 3.629 4.965 0.618  0.100
H: 7.060 1.194 2.846  0.109
H: 1.155 -1.300 2.449  0.045
H: -5.655 -3.247 1.630  0.109
H: 5.009 0.408 3.983  0.109
H: -0.653 -0.434 2.470  0.046
H: 2.965 -0.026 2.686  0.085
H: 5.006 1.083 -0.910  0.111
H: 1.651 1.882 -4.489  0.104

Summary:
Energy: -4826.05827 a.u.
HOMO: -10.04 eV
Multiplicity: 1
Net charge: +1
E_LUMO: -3.518 eV
Orbital gap: 6.521 eV